Computed, not measured: a molecular structure, C32H28N6O2S3Tc, with ωB97M-V/def2-TZVPD.

Results
**LUMO (spin up / spin down)**: -7.91 / -7.84 eV
**⟨S²⟩**: 0.837
**2S+1**: 2
**Charge**: +2

Geometry (Å):
Tc  0.086  0.060  -0.002
C  0.416  -0.644  5.301
S  1.761  -1.246  4.269
C  1.266  -0.908  2.642
S  -0.222  -0.070  2.298
N  2.157  -1.320  1.779
N  1.766  -1.063  0.452
C  2.608  -1.553  -0.402
C  2.471  -1.705  -1.838
C  3.495  -2.391  -2.429
C  3.558  -2.636  -3.840
C  2.472  -2.390  -4.577
C  1.194  -1.911  -3.959
N  1.433  -1.236  -2.625
H  0.865  -0.478  6.278
H  -0.378  -1.381  5.385
H  0.021  0.300  4.938
H  3.509  -1.987  0.023
H  4.301  -2.723  -1.785
H  4.461  -3.036  -4.279
H  2.451  -2.581  -5.643
H  0.600  -2.802  -3.719
C  2.992  1.710  1.000
C  1.856  2.641  0.725
C  2.022  4.005  0.943
C  1.003  4.887  0.677
C  -0.186  4.392  0.168
C  -0.312  3.042  -0.040
N  0.688  2.154  0.248
C  -1.567  2.470  -0.586
C  -2.586  3.196  -1.179
C  -3.667  2.516  -1.706
C  -3.721  1.132  -1.626
C  -2.682  0.461  -1.015
N  -1.638  1.139  -0.518
C  -2.597  -1.013  -0.826
C  -3.662  -1.823  -1.123
C  -3.574  -3.181  -0.856
C  -2.425  -3.665  -0.283
C  -1.360  -2.814  0.005
C  -0.133  -3.381  0.644
N  -1.435  -1.496  -0.286
H  3.882  2.282  1.249
H  3.214  1.100  0.126
H  2.771  1.050  1.837
H  2.970  4.354  1.329
H  1.125  5.947  0.856
H  -1.009  5.055  -0.051
H  -2.529  4.272  -1.250
H  -4.467  3.062  -2.189
H  -4.558  0.598  -2.050
H  -4.569  -1.406  -1.534
H  -4.404  -3.841  -1.073
H  -2.329  -4.711  -0.029
H  -0.311  -4.420  0.910
H  0.125  -2.832  1.546
H  0.722  -3.351  -0.032
O  -2.763  0.983  -8.338
C  -1.989  1.501  -7.360
O  -1.982  2.675  -7.136
C  -1.163  0.539  -6.556
C  0.129  0.934  -6.215
C  0.901  0.131  -5.401
C  0.369  -1.049  -4.883
S  0.466  0.054  -2.237
C  -0.910  -1.448  -5.229
C  -1.676  -0.656  -6.080
H  -2.560  0.045  -8.459
H  0.509  1.875  -6.591
H  1.908  0.439  -5.142
H  -1.322  -2.369  -4.832
H  -2.684  -0.962  -6.337